DFT (the ωB97M-V functional and the def2-TZVPD basis) results for a 10-piece molecular cluster, C38H105N9O10 overall.

Energy above the lowest of the compared OMol25 structures with the same formula, charge and spin ... 295.47 kJ/mol
Kohn-Sham gap ... 9.12 eV
Highest occupied orbital energy ... -8.63 eV
Multiplicity ... 1
Total charge ... 0

XYZ file:
```
162
Properties=species:S:1:pos:R:3:forces:R:3
C 13.502 11.862 9.792 -0.3 0.8 1.3
C 12.373 11.732 8.783 0.6 0.0 0.7
C 11.731 10.382 8.944 -0.4 -0.7 1.7
O 12.739 9.357 8.788 -0.7 1.6 -0.1
C 12.307 8.050 8.914 0.3 -2.1 1.0
N 11.449 12.889 8.930 0.2 -1.2 0.0
H 14.297 11.117 9.629 -0.2 0.6 0.0
H 13.130 11.743 10.854 0.2 -0.2 -1.0
H 13.831 12.919 9.766 0.5 -0.6 -0.2
H 12.855 11.710 7.827 0.0 0.5 -1.0
H 10.954 10.235 8.205 -0.4 -0.1 -0.2
H 11.271 10.380 10.010 0.6 -0.5 -1.5
H 11.911 7.534 8.011 0.3 0.7 0.1
H 11.537 7.884 9.704 0.4 0.5 -0.3
H 13.222 7.479 9.256 -1.0 0.3 -0.5
H 11.239 12.935 9.924 0.1 0.1 0.1
H 10.550 12.643 8.521 0.0 0.0 -0.2
C 18.304 12.293 14.521 -0.4 1.4 1.0
C 17.680 12.267 15.945 0.3 0.2 -0.6
C 16.179 11.946 15.886 -0.4 -0.3 -1.0
O 15.588 11.783 17.143 -0.3 -0.6 1.3
C 15.023 12.966 17.688 -0.3 0.2 -1.2
N 18.446 11.317 16.760 -0.6 -0.5 1.3
H 18.435 11.296 14.219 0.4 -1.6 -0.4
H 19.320 12.781 14.548 -1.3 -0.3 -0.3
H 17.570 12.699 13.804 0.6 0.4 0.1
H 17.802 13.278 16.394 0.0 -0.6 -0.1
H 16.019 10.997 15.289 0.2 0.8 0.7
H 15.587 12.729 15.399 0.4 0.0 -0.6
H 14.828 12.851 18.744 0.0 -0.4 0.2
H 14.044 13.218 17.172 1.0 -0.1 0.4
H 15.748 13.779 17.570 -0.3 0.2 0.0
H 18.142 10.328 16.633 0.2 1.1 -0.4
H 18.197 11.485 17.749 0.3 -0.1 -0.6
C 10.292 17.943 9.134 0.3 -1.0 -0.9
C 10.720 16.442 9.191 -2.4 0.1 0.1
C 9.976 15.688 10.323 -0.7 0.7 0.2
O 10.384 16.191 11.620 -0.8 0.5 -1.1
C 10.287 15.245 12.638 0.1 -1.9 -1.0
N 10.497 15.729 7.939 0.2 0.8 -0.4
H 9.232 18.059 8.965 -0.5 -0.2 0.1
H 10.754 18.521 8.319 0.3 -0.4 0.3
H 10.548 18.382 10.073 0.1 0.5 0.6
H 11.736 16.439 9.444 1.7 -0.3 0.1
H 10.209 14.598 10.233 -0.3 0.9 0.2
H 8.846 15.872 10.162 1.5 -0.5 0.4
H 10.478 15.650 13.599 0.4 0.6 0.6
H 10.987 14.448 12.363 0.5 -0.1 0.6
H 9.359 14.671 12.710 -0.6 0.6 -0.2
H 9.542 15.552 7.703 -0.7 0.3 0.1
H 10.965 14.849 7.833 0.6 -0.3 0.5
C 10.848 11.766 13.695 1.8 -0.6 -0.3
C 11.007 10.373 14.295 -0.6 -0.1 0.2
C 12.302 9.678 13.939 1.0 1.6 -0.6
O 12.466 9.802 12.514 0.1 -1.4 0.5
C 13.628 9.088 12.075 0.0 1.1 -0.4
N 10.724 10.489 15.715 1.2 1.2 1.4
H 10.910 11.689 12.601 -0.4 0.3 0.3
H 11.728 12.344 14.016 -0.1 0.1 -0.1
H 9.979 12.240 14.107 -0.6 0.2 -0.2
H 10.263 9.722 13.859 -0.8 -0.1 0.0
H 12.371 8.626 14.248 -0.2 0.2 0.1
H 13.103 10.282 14.424 0.0 -0.6 -0.1
H 14.488 9.628 12.479 0.3 -0.1 -0.2
H 13.627 9.127 10.981 0.1 0.1 0.3
H 13.732 8.044 12.372 -0.6 -0.1 0.3
H 11.409 11.118 16.278 -1.4 -1.7 -1.5
H 10.615 9.593 16.167 0.2 0.0 0.2
C 9.063 17.530 17.132 1.8 0.0 -1.1
C 10.016 18.449 16.256 -1.1 -1.6 -0.9
C 11.258 17.579 15.863 0.3 1.4 0.2
O 11.935 17.314 17.075 0.7 -0.7 0.5
C 12.495 16.014 17.171 -2.0 -0.4 -0.3
N 9.263 18.776 15.020 0.1 -0.2 0.3
H 8.806 16.709 16.438 -0.2 0.2 0.6
H 8.186 18.024 17.493 -0.6 0.5 0.0
H 9.611 17.151 18.002 -0.1 0.0 -0.2
H 10.342 19.293 16.848 0.2 0.4 0.1
H 11.982 18.102 15.173 -1.0 -0.3 0.4
H 10.939 16.649 15.397 -0.2 -0.1 -0.1
H 12.751 15.781 18.184 0.7 0.4 0.6
H 13.276 15.796 16.472 0.9 0.2 -0.4
H 11.721 15.241 16.976 0.0 0.3 -0.2
H 8.466 19.386 15.133 0.1 0.0 0.4
H 9.786 19.087 14.213 0.6 0.0 0.3
C 19.141 14.585 10.028 0.4 -0.9 0.5
C 18.634 15.350 11.250 -0.4 0.3 -1.2
C 19.412 16.661 11.370 -2.3 1.5 0.0
O 20.724 16.488 11.694 1.8 -0.6 0.5
C 21.460 17.607 12.217 0.5 -1.1 -1.4
N 17.176 15.598 11.114 -0.4 0.1 -0.2
H 18.707 14.996 9.155 0.1 1.3 -1.1
H 18.778 13.578 9.882 -0.3 -0.7 0.9
H 20.230 14.476 9.957 -0.2 0.5 0.1
H 18.716 14.810 12.144 0.6 -1.0 1.3
H 18.926 17.344 12.130 0.1 -0.7 -0.5
H 19.224 17.122 10.370 0.6 0.3 0.3
H 22.547 17.371 12.030 -1.2 0.4 0.3
H 21.282 17.795 13.253 -0.1 -0.3 0.9
H 21.148 18.498 11.705 0.1 0.6 -0.6
H 16.765 15.356 10.217 0.5 -0.5 -0.2
H 16.913 16.565 11.175 0.3 0.7 0.5
C 20.595 15.227 16.062 -1.8 -0.8 -1.0
C 20.078 16.614 15.677 0.7 -0.3 0.5
C 18.567 16.698 15.902 1.3 -1.8 -0.1
O 18.026 15.795 14.961 -0.4 0.1 0.3
C 16.657 15.541 15.172 -0.5 -0.6 -1.0
N 20.914 17.551 16.414 -0.3 0.2 -0.3
H 19.947 14.512 15.494 1.1 0.3 0.2
H 20.300 14.991 17.084 0.4 0.2 0.4
H 21.665 15.081 15.902 -0.3 0.0 -0.1
H 20.221 16.763 14.616 0.1 0.0 -0.4
H 18.228 17.689 15.736 -0.6 1.2 0.1
H 18.335 16.296 16.895 -0.1 0.5 0.3
H 16.360 15.393 16.210 0.4 0.2 0.4
H 16.466 14.551 14.673 -0.3 1.4 0.1
H 16.051 16.402 14.787 0.2 -0.8 0.0
H 20.802 17.311 17.382 0.2 0.3 0.6
H 20.657 18.518 16.277 -0.1 0.1 0.1
C 14.179 17.697 7.042 0.6 -0.6 0.0
C 13.779 16.361 6.384 -1.2 -0.4 2.4
C 13.915 15.304 7.528 0.7 0.4 -1.1
O 15.257 14.982 7.815 0.9 -0.1 -0.4
C 15.710 13.864 7.064 1.0 0.1 -0.1
N 12.430 16.313 5.813 0.9 0.5 -1.2
H 15.120 17.524 7.625 -0.7 0.5 -0.5
H 13.390 18.044 7.697 -0.2 -0.1 0.4
H 14.295 18.486 6.315 0.4 0.2 -0.3
H 14.505 16.079 5.679 0.8 -0.2 -1.4
H 13.415 14.366 7.442 -1.0 -0.6 -0.7
H 13.559 15.775 8.389 -0.8 0.7 1.6
H 15.104 12.992 7.340 0.0 0.0 -0.4
H 16.760 13.668 7.383 -0.7 0.1 -0.2
H 15.752 14.024 5.947 -0.4 -0.1 1.0
H 12.363 17.078 5.139 -0.1 -0.3 0.1
H 11.676 16.435 6.474 0.0 0.0 0.5
C 13.039 20.032 11.088 -0.7 0.9 0.0
C 12.667 19.835 12.545 0.4 0.9 0.5
C 12.385 21.225 13.206 1.6 -0.7 -2.7
O 11.237 21.797 12.642 -0.1 1.2 -0.4
C 10.929 23.101 13.177 1.1 -0.2 0.7
N 11.527 18.999 12.724 -0.8 -0.7 0.2
H 12.975 19.130 10.492 0.2 -0.4 0.0
H 14.049 20.405 11.114 0.4 0.4 -0.7
H 12.312 20.762 10.649 0.8 -0.4 0.2
H 13.531 19.382 13.081 -0.5 0.3 -0.1
H 13.320 21.805 13.056 -0.5 0.3 -0.3
H 12.321 21.103 14.219 -0.6 -0.4 2.9
H 11.855 23.758 13.273 -0.9 -0.9 -0.1
H 10.500 22.924 14.173 0.1 0.4 0.0
H 10.200 23.662 12.586 0.1 -0.6 -0.3
H 10.814 19.324 12.090 -0.5 0.2 -0.1
H 11.723 18.063 12.400 0.0 -0.3 0.0
C 13.730 15.330 11.593 0.0 1.5 -0.2
C 14.017 14.274 12.605 -1.0 -1.3 0.6
O 15.366 13.953 12.710 0.6 -0.8 -0.1
H 14.463 16.147 11.729 -0.2 -0.2 -0.1
H 12.751 15.819 11.726 0.2 -0.4 -0.1
H 13.822 14.993 10.561 0.0 -0.1 0.0
H 13.431 13.326 12.379 0.6 0.9 0.2
H 13.702 14.576 13.613 -0.4 0.2 -0.1
H 15.922 14.608 12.260 0.3 0.2 -0.3
```
Positions in Å, forces in eV/Å.



DFT (the ωB97M-V functional and the def2-TZVPD basis) results for the molecule C5H10OP2.

Energy above the lowest of the compared OMol25 structures with the same formula, charge and spin ... 229.20 kJ/mol
Kohn-Sham gap (alpha / beta) ... 7.22 / 7.22 eV
Highest occupied orbital energy (alpha / beta) ... -7.55 / -7.55 eV
Multiplicity ... 1
Total charge ... 0

XYZ file:
```
18
Properties=species:S:1:pos:R:3:forces:R:3
C -0.963 0.358 0.177 -3.5 0.7 -0.7
C 0.409 0.210 -0.063 1.7 -0.1 -0.3
C 0.907 -1.152 -0.490 -0.8 1.0 -1.3
C -3.635 1.170 0.232 0.6 -1.7 1.9
C 3.192 0.923 -0.289 1.3 2.9 2.6
O 1.286 2.713 0.866 0.6 -1.6 -1.7
P -1.983 1.623 -0.403 1.5 -0.7 0.3
P 1.503 1.448 0.050 -0.7 2.0 2.5
H -1.560 -0.523 0.512 0.8 0.5 0.1
H 0.105 -1.802 -0.204 0.1 -1.0 0.2
H 1.864 -1.362 -0.103 0.7 -0.9 0.9
H 1.032 -1.200 -1.578 -0.3 -0.1 0.0
H -4.359 1.401 -0.509 -0.7 0.4 -0.6
H -3.777 1.895 1.135 -0.2 -1.8 -1.2
H -3.718 -0.027 0.401 0.1 3.0 0.3
H 3.521 1.534 -1.118 0.2 -0.5 -0.7
H 3.146 -0.131 -0.397 0.8 -0.6 -0.4
H 3.934 1.354 0.598 -2.1 -1.5 -2.0
```
Positions in Å, forces in eV/Å.



DFT (the ωB97M-V functional and the def2-TZVPD basis) results for the molecule CBrIOS.

Energy above the lowest of the compared OMol25 structures with the same formula, charge and spin ... 149.19 kJ/mol
Kohn-Sham gap ... 9.01 eV
Highest occupied orbital energy ... -10.11 eV
Multiplicity ... 1
Total charge ... 0

XYZ file:
```
5
Properties=species:S:1:pos:R:3:forces:R:3
C 0.307 -0.431 -0.075 9.3 1.0 -2.8
O 1.599 -0.172 -0.578 -8.9 -1.1 3.0
S -1.053 0.471 0.324 -0.6 0.0 0.0
Br -0.835 2.498 -0.377 0.3 0.1 -0.2
I -0.018 -2.366 0.706 -0.1 0.0 -0.1
```
Positions in Å, forces in eV/Å.



DFT (the ωB97M-V functional and the def2-TZVPD basis) results for a 2-piece molecular cluster, C2H7NO3 overall.

Energy above the lowest of the compared OMol25 structures with the same formula, charge and spin ... 96.86 kJ/mol
Kohn-Sham gap ... 11.03 eV
Highest occupied orbital energy ... -10.32 eV
Multiplicity ... 1
Total charge ... 0

XYZ file:
```
13
Properties=species:S:1:pos:R:3:forces:R:3
O 0.433 0.863 0.178 0.2 -0.1 -0.7
C -0.433 1.528 0.697 0.0 0.0 0.5
N -1.499 2.105 0.085 0.3 -0.4 0.4
C -1.878 1.731 -1.284 0.5 0.4 0.4
O -1.771 0.373 -1.528 -0.4 -0.7 -0.1
H -0.402 1.685 1.787 -0.2 0.3 0.0
H -2.199 2.388 0.753 -0.3 0.1 -0.3
H -1.251 2.304 -1.976 -0.1 0.0 0.0
H -2.924 2.017 -1.373 0.0 0.0 -0.3
H -0.870 0.047 -1.372 -0.1 0.5 0.0
H 4.888 -4.764 1.501 -0.1 0.4 0.0
H 3.358 -4.999 1.718 -0.2 0.5 0.0
O 4.208 -5.419 1.646 0.3 -1.0 0.1
```
Positions in Å, forces in eV/Å.



Among the records above, which one has the highest energy above the lowest of the compared OMol25 structures with the same formula, charge and spin?
C38H105N9O10